Record 1
16
Properties=species:S:1:pos:R:3:mulliken_charge:R:1 method="wB97M-V/def2-TZVPD" total_charge=+1 energy_ev=-50118.79477 gap_ev=8.979
S 1.53 -1.15 0.68 1.06
S -1.22 -0.54 0.67 0.93
F 1.61 2.44 -0.96 -0.26
F 0.65 0.59 -1.19 -0.23
F -2.54 -1.35 -1.42 -0.16
F -3.00 0.65 -0.77 -0.18
F 2.75 0.93 -0.12 -0.21
F -1.16 0.26 -1.82 -0.16
O -2.09 -1.34 1.49 -0.44
O 2.54 -2.06 0.28 -0.34
O -0.84 0.81 1.16 -0.06
O 1.69 -0.21 1.78 -0.40
N 0.10 -1.41 0.18 -0.17
C -2.05 -0.22 -0.99 0.78
C 1.45 1.29 -0.25 0.72
Be 0.56 1.30 1.29 0.12

Record 2
7
Properties=species:S:1:pos:R:3:mulliken_charge:R:1 method="wB97M-V/def2-TZVPD" total_charge=+1 energy_ev=-16091.37511 gap_ev="5.394 / 5.396" relative_energy_kcal_mol=20.9
Bi 0.49 -0.48 -0.94 1.46
O 2.03 0.77 -0.66 -0.34
O 1.95 -1.09 0.43 -0.33
O -1.08 0.16 0.32 -0.49
O -3.35 0.20 -0.08 -0.08
C -2.33 0.28 0.44 0.71
C 2.30 0.17 0.48 0.07

Record 3
8
Properties=species:S:1:pos:R:3:mulliken_charge:R:1 method="wB97M-V/def2-TZVPD" total_charge=0 energy_ev=-149225.82423 gap_ev="6.790 / 6.789" relative_energy_kcal_mol=84.6
Br -1.16 -1.74 0.97 0.16
Br -1.97 0.51 -1.18 0.16
O 0.54 0.40 1.80 -0.49
O -0.06 1.94 0.40 -0.51
N 2.26 -1.00 -1.73 -0.32
N -0.05 0.82 0.83 0.99
C -0.84 -0.13 0.11 0.04
C 1.28 -0.80 -1.21 -0.03

Record 4
8
Properties=species:S:1:pos:R:3:mulliken_charge:R:1 method="wB97M-V/def2-TZVPD" total_charge=0 energy_ev=-149228.58183 gap_ev=9.858 relative_energy_kcal_mol=21.0
Br 1.81 -1.34 -0.23 0.06
Br 1.22 1.75 -0.11 0.02
O -0.95 0.78 1.37 -0.47
O -0.51 -1.29 1.47 -0.52
N -1.26 0.08 -2.15 -0.31
N -0.35 -0.13 1.05 0.89
C 0.53 -0.01 -0.05 0.31
C -0.49 0.16 -1.33 0.01

Record 5
7
Properties=species:S:1:pos:R:3:mulliken_charge:R:1 method="wB97M-V/def2-TZVPD" total_charge=-1 energy_ev=-79190.64265 gap_ev=7.871 relative_energy_kcal_mol=21.9
Br 2.45 0.08 -0.24 -0.45
O -1.03 1.43 0.83 -0.48
O -1.37 1.11 -1.38 -0.49
N 0.24 -1.87 -0.03 -0.33
N 0.23 -1.37 1.10 -0.26
C -0.96 1.07 -0.28 0.62
C 0.44 -0.45 0.01 0.38

Record 6
10
Properties=species:S:1:pos:R:3:mulliken_charge:R:1 method="wB97M-V/def2-TZVPD" total_charge=0 energy_ev=-84768.74380 gap_ev=10.235 relative_energy_kcal_mol=0.0 smiles="N#CC(Br)([N+](=O)[O-])[N+](=O)[O-]"
Br 2.17 -0.85 0.16 0.00
O 0.51 0.64 2.11 -0.50
O -0.40 -2.00 0.33 -0.50
O -1.41 0.71 1.15 -0.51
O -1.40 -1.00 -1.33 -0.54
N -0.24 0.51 1.21 0.94
N 0.52 1.96 -1.89 -0.29
N -0.64 -1.12 -0.43 0.94
C 0.38 0.05 -0.16 0.29
C 0.51 1.09 -1.15 0.17